#A
C11H21N3O3 | the ωB97M-V functional and the def2-TZVPD basis

Output
HOMO-LUMO gap in eV: 8.633
Total charge: 0
LUMO energy in eV: 0.12
HOMO level in hartree: -0.313

The geometry in XYZ format:
```
38
C11H21N3O3, DFT the ωB97M-V functional and the def2-TZVPD basis
C 0.1511 0.3031 0.6380
C 0.0298 -1.1662 0.0310
C -0.0146 0.4858 2.1420
C 0.1745 1.9219 2.5580
C 0.6914 2.2716 3.8779
C -0.4181 2.2747 4.9376
C 0.9761 -0.3314 -2.1695
C -0.3577 0.2130 -2.9114
C 1.8243 -1.1339 -3.2737
C 0.9397 -2.3789 -3.4911
C 0.3749 -2.6193 -2.0051
H -0.6916 2.0801 -0.2300
H -1.8435 1.1257 0.2914
H 1.1275 0.6116 0.2468
H -1.0360 0.3041 2.3652
H 0.3580 -0.1938 2.9448
H -0.7702 2.5313 2.3427
H 0.8839 2.4415 1.8351
H 1.1478 1.4740 4.2888
H 1.2709 3.2438 4.0772
H -1.2685 2.8980 4.6952
H -0.0897 2.6899 5.8711
H -1.6600 0.8151 5.9789
H -1.0281 0.4439 4.4061
H 1.4529 0.4721 -1.6480
H 2.7744 -1.5714 -2.8451
H 2.0417 -0.5582 -4.1189
H 1.3126 -3.3498 -3.8394
H 0.2044 -2.0611 -4.2198
H 0.7647 -3.4397 -1.4914
H -0.6460 -2.7009 -2.0522
H -1.3643 0.7353 -1.0697
N -0.8894 1.1231 -0.1051
N -0.8954 0.8643 5.3398
N 0.6608 -1.4212 -1.2141
O -0.8905 -1.9124 0.4379
O -0.3850 0.2335 -4.1391
O -1.3872 0.3043 -2.2956
```

=====

#B
C11H21N3O3 | the ωB97M-V functional and the def2-TZVPD basis

Output
HOMO-LUMO gap in eV: 9.779
Total charge: 0
LUMO energy in eV: 0.64
HOMO level in hartree: -0.336
Structure (SMILES): NCCCC[C@H](NC(=O)[C@@H]1CCCN1)C(=O)O

The geometry in XYZ format:
```
38
C11H21N3O3, DFT the ωB97M-V functional and the def2-TZVPD basis
N 3.6397 0.8998 -3.5383
C 2.4646 0.0431 -3.5532
C 2.7024 -1.2471 -2.7353
C 3.0013 -1.0757 -1.2450
C 1.9731 -0.2708 -0.4262
C 0.5449 -0.8511 -0.4701
N -0.4680 0.1687 -0.3812
C -0.6099 0.9276 0.7342
O 0.2795 1.0480 1.5993
C -1.9975 1.5889 0.8594
C -2.1953 2.1444 2.3022
C -3.6417 1.6331 2.6595
C -4.2355 0.9821 1.3850
N -3.0734 0.5824 0.6354
C 0.2939 -1.8812 0.6479
O -0.6919 -1.9411 1.3684
O 1.3415 -2.6731 0.8354
H 3.4589 1.7522 -4.1122
H 3.7607 1.2454 -2.5924
H 1.5209 0.5338 -3.3039
H 2.3637 -0.2884 -4.6115
H 1.8747 -1.9631 -2.8426
H 3.5556 -1.7592 -3.2006
H 3.1551 -2.1109 -0.8174
H 3.9529 -0.5577 -1.1548
H 1.9558 0.7735 -0.7869
H 2.3134 -0.2200 0.5570
H 0.4232 -1.3783 -1.4124
H -1.2552 0.0949 -0.9998
H -2.1203 2.3815 0.0899
H -2.1575 3.2311 2.2324
H -1.4715 1.7671 3.0268
H -3.5332 0.8858 3.4596
H -4.2932 2.4117 3.0279
H -4.8188 1.6751 0.8201
H -4.8630 0.1260 1.5731
H -2.8026 -0.2856 1.0844
H 1.0564 -3.3012 1.5762
```

=====

Relative energy of each structure, in kcal/mol: #A 88.0; #B 0.0.

=====

#A
C3H3FO2 | the ωB97M-V functional and the def2-TZVPD basis

Output
HOMO-LUMO gap in eV: 10.477
Total charge: 0
LUMO energy in eV: -0.59
HOMO level in hartree: -0.407
Structure (SMILES): C=CC(=O)OF

The geometry in XYZ format:
```
9
C3H3FO2, DFT the ωB97M-V functional and the def2-TZVPD basis
C 0.1073 -0.5541 -0.4636
C -0.7233 0.2827 0.1622
C -2.2251 0.6181 0.2417
O -2.5737 1.4803 0.9726
O -2.8129 -0.3539 -0.4743
F -4.2775 -0.5208 -0.4044
H 1.2066 -0.4679 -0.4388
H -0.0907 -1.4925 -1.0731
H -0.2762 1.0770 0.7864
```

=====

#B
C3H3FO2 | the ωB97M-V functional and the def2-TZVPD basis

Output
HOMO-LUMO gap (spin up / spin down) in eV: 8.312 / 6.243
Total charge: 0
LUMO energy (spin up / spin down) in eV: -1.11 / -1.62
HOMO level (spin up / spin down) in hartree: -0.346 / -0.289

The geometry in XYZ format:
```
9
C3H3FO2, DFT the ωB97M-V functional and the def2-TZVPD basis
C 1.4465 -0.1555 -0.3680
C 0.3622 0.2366 0.3825
C -0.5610 1.1366 0.1033
O -1.3084 1.9370 -0.2330
O -1.6727 -0.9595 0.7213
F -2.2017 -1.3218 -0.5078
H 2.2212 -0.7986 -0.0489
H 1.4002 0.2221 -1.4354
H 0.3136 -0.2969 1.3860
```

=====

#C
C3H3FO2 | the ωB97M-V functional and the def2-TZVPD basis

Output
HOMO-LUMO gap in eV: 10.041
Total charge: 0
LUMO energy in eV: 0.20
HOMO level in hartree: -0.362

The geometry in XYZ format:
```
9
C3H3FO2, DFT the ωB97M-V functional and the def2-TZVPD basis
C -0.2066 -0.4251 0.3406
C -0.8827 -0.1842 -3.6061
C 0.9517 -0.1337 0.8597
O -1.2014 -0.5430 -0.2750
O -1.9231 -0.6581 -2.9508
F -1.1510 -0.3271 -4.9452
H 1.3011 0.8274 0.4223
H -1.9104 -0.4066 -1.9501
H 1.2636 -0.5117 1.8392
```

=====

Relative energy of each structure, in kcal/mol: #A 37.2; #B 99.2; #C 0.0.

=====

#A
C4H16N2O3 | the ωB97M-V functional and the def2-TZVPD basis

Output
HOMO-LUMO gap in eV: 8.954
Total charge: 0
LUMO energy in eV: 0.53
HOMO level in hartree: -0.309
Structure (SMILES): C[C@H](CO)NCN.O.O

The geometry in XYZ format:
```
25
C4H16N2O3, DFT the ωB97M-V functional and the def2-TZVPD basis
C 2.5457 0.0903 0.5267
C 0.9675 0.3611 0.2067
C 0.7658 1.5615 -0.7062
O -0.6139 1.5112 -1.1695
N 0.2078 0.7317 1.4743
C -0.6461 -0.2948 2.0968
N -2.1683 0.0191 1.9354
H 2.7364 -0.6664 1.3098
H 2.8972 1.0336 0.7602
H 3.0856 -0.4640 -0.2978
H 0.4564 -0.5678 -0.0495
H 0.8008 2.5366 -0.1354
H 1.3147 1.5424 -1.7478
H -0.6473 1.1157 -2.1782
H 0.1869 1.5478 1.8683
H -0.4995 -0.3953 3.2444
H -0.4226 -1.3351 1.6333
H -2.3823 0.8079 2.5787
H -2.1619 0.3984 0.9695
O 0.9865 -2.6594 -1.4789
H 0.9061 -2.3967 -2.3753
H 0.1407 -2.2711 -1.0036
O -1.6688 -0.7777 -2.0833
H -2.6755 -0.9572 -1.9097
H -1.4404 -0.0863 -1.4253
```

=====

#B
C4H16N2O3 | the ωB97M-V functional and the def2-TZVPD basis

Output
HOMO-LUMO gap in eV: 9.175
Total charge: 0
LUMO energy in eV: 0.58
HOMO level in hartree: -0.316
Structure (SMILES): NCCNCCO.O.O

The geometry in XYZ format:
```
25
C4H16N2O3, DFT the ωB97M-V functional and the def2-TZVPD basis
N 0.8739 -2.5794 0.8945
C -0.1302 -2.3785 -0.0987
C 0.3658 -1.5923 -1.4207
N 1.4847 -0.7175 -1.2578
C 1.2537 0.7208 -1.3653
C 0.9978 1.3856 0.0047
O -0.0604 2.2999 -0.1039
H 1.7176 -3.0963 0.7641
H 0.4597 -3.0467 1.6887
H -0.8304 -3.1904 -0.4273
H -0.7958 -1.6818 0.4265
H -0.5246 -1.1861 -1.9213
H 0.7130 -2.4569 -1.9729
H 2.3531 -0.8691 -1.7265
H 0.4415 1.0295 -2.0524
H 2.1491 1.1492 -1.8696
H 0.7539 0.5923 0.7102
H 1.9275 1.7937 0.3877
H 0.0640 2.9399 -0.8144
O -1.0395 2.0755 2.3961
H -0.5934 2.4999 1.6502
H -1.6271 1.4791 1.9132
O -2.8033 0.4322 0.4987
H -2.7368 -0.4914 0.7461
H -3.6209 0.5145 0.0056
```

=====

Relative energy of each structure, in kcal/mol: #A 27.1; #B 0.0.

=====

#A
C14H28N2O4 | the ωB97M-V functional and the def2-TZVPD basis

Output
HOMO-LUMO gap in eV: 9.948
Total charge: 0
LUMO energy in eV: 0.70
HOMO level in hartree: -0.340
Structure (SMILES): CC[C@@H](C)[C@H](NC(=O)NCCCOC(C)C)C(=O)OC

The geometry in XYZ format:
```
48
C14H28N2O4, DFT the ωB97M-V functional and the def2-TZVPD basis
C -3.9464 -2.7508 -0.3962
C -3.7653 -1.9724 0.9017
C -3.7737 -0.4526 0.7138
C -3.7143 0.2468 2.0713
C -2.6012 0.0033 -0.1848
N -1.3142 -0.3464 0.3640
C -0.4603 -1.1400 -0.3685
O -0.8292 -1.7787 -1.3350
N 0.7964 -1.2185 0.1467
C 1.8439 -1.9442 -0.5320
C 2.6138 -1.0856 -1.5415
C 3.3305 0.0916 -0.8821
O 4.2007 -0.4172 0.1092
C 5.1326 0.4844 0.6820
C 4.4686 1.6717 1.3839
C 6.1916 0.9630 -0.3160
C -2.6595 1.5037 -0.4113
O -1.8075 2.2755 -0.0466
O -3.7679 1.8678 -1.0548
C -3.9247 3.2591 -1.3041
H -4.8135 -2.3887 -0.9450
H -4.0961 -3.8056 -0.1775
H -3.0655 -2.6619 -1.0258
H -4.5732 -2.2284 1.5918
H -2.8225 -2.2654 1.3666
H -4.6959 -0.1612 0.2006
H -3.7011 1.3285 1.9552
H -4.5814 -0.0214 2.6705
H -2.8200 -0.0537 2.6119
H -2.6872 -0.4974 -1.1563
H -0.9129 0.3617 0.9620
H 1.0802 -0.5663 0.8585
H 2.5382 -2.3323 0.2150
H 1.3642 -2.7717 -1.0586
H 3.3523 -1.7183 -2.0341
H 1.9221 -0.7017 -2.2925
H 3.8886 0.6450 -1.6481
H 2.5941 0.7770 -0.4368
H 5.6251 -0.1409 1.4376
H 3.6890 1.3228 2.0574
H 4.0314 2.3574 0.6615
H 5.2123 2.2115 1.9635
H 5.7818 1.6974 -1.0057
H 7.0153 1.4232 0.2225
H 6.5723 0.1183 -0.8848
H -3.0836 3.6360 -1.8890
H -3.9735 3.8101 -0.3626
H -4.8540 3.3653 -1.8572
```

=====

#B
C14H28N2O4 | the ωB97M-V functional and the def2-TZVPD basis

Output
HOMO-LUMO gap in eV: 2.680
Total charge: 0
LUMO energy in eV: -3.78
HOMO level in hartree: -0.237

The geometry in XYZ format:
```
48
C14H28N2O4, DFT the ωB97M-V functional and the def2-TZVPD basis
O -2.0749 -4.2146 -0.8624
C -2.5306 -3.8333 -1.9645
O -3.0309 -4.4474 -2.8884
C -2.4301 -2.2815 -2.1724
N -1.0842 -1.8363 -1.9186
C -0.5430 -0.8733 -2.8548
C 0.8363 -1.2267 -3.3752
C 0.8570 -2.4007 -4.3767
O -0.4032 -3.0114 -4.5441
H -3.0809 -1.8600 -1.4010
H -2.8312 -1.9729 -3.1301
H -0.4561 -2.6075 -1.7432
H -1.2111 -0.6787 -3.6837
H -0.4379 0.0820 -2.3265
H 1.2934 -0.3523 -3.8231
H 1.4797 -1.4821 -2.5362
H 1.2318 -2.0689 -5.3395
H 1.5458 -3.1566 -4.0263
H -0.8211 -2.6617 -5.3275
C 1.7262 3.0973 1.5513
C 0.2463 2.7040 1.8181
C -0.0107 2.5432 3.3232
C 0.5645 1.2625 3.9261
C 0.1087 0.0352 3.1378
C 0.4342 0.1365 1.6432
N -0.0901 1.4302 1.0946
O -1.2929 1.3511 0.8674
C 1.9568 0.0180 1.4353
C -0.1696 -1.0435 0.9006
C -0.5957 3.8680 1.3017
H 2.1567 2.5375 0.7226
H 1.8118 4.1455 1.2748
H 2.3607 2.9465 2.4243
H -1.0904 2.5542 3.5038
H 0.3965 3.4129 3.8389
H 1.6556 1.3127 3.9610
H 0.2326 1.1695 4.9614
H 0.5784 -0.8624 3.5375
H -0.9701 -0.0929 3.2690
H 2.2193 0.1582 0.3859
H 2.2869 -0.9766 1.7265
H 2.5381 0.7214 2.0282
H -1.2406 -1.1415 1.0632
H 0.2860 -1.9731 1.2348
H -0.0046 -0.9581 -0.1722
H -0.4873 3.9889 0.2231
H -0.2621 4.7860 1.7798
H -1.6538 3.7527 1.5321
```

=====

Relative energy of each structure, in kcal/mol: #A 0.0; #B 178.2.